[1]
Below is a 2-piece molecular cluster, C4H15N2O overall at a distorted geometry, with properties calculated with the ωB97M-V functional and the def2-TZVPD basis.

Last column: natural (NBO) charge in e.
CARTESIAN COORDINATES (ANGSTROEM)
N1 0.49872 1.67901 0.79809  -0.720
C1 -0.01641 0.24415 1.05033  -0.038
C2 1.01216 -0.47180 1.92283  -0.665
C3 -0.44189 -0.41061 -0.28165  -0.240
N2 -0.13929 -1.83736 -0.27949  -0.605
C4 -0.56749 -2.46767 -1.53680  -0.419
H1 0.06375 2.15381 -0.05650  0.465
H2 0.17871 2.32770 1.51916  0.432
H3 1.50399 1.58542 0.77057  0.434
H4 -0.88821 0.29526 1.70496  0.225
H5 2.04155 -0.47684 1.56306  0.217
H6 0.65386 -1.50773 1.93768  0.274
H7 0.93099 -0.14902 2.95777  0.239
H8 -1.50606 -0.25011 -0.46135  0.217
H9 0.03323 0.14410 -1.10252  0.165
H10 0.86792 -1.90954 -0.19593  0.352
H11 -0.39502 -3.53615 -1.41812  0.221
H12 -1.63010 -2.31151 -1.71055  0.204
H13 -0.03733 -2.09808 -2.42043  0.177
H14 -0.06876 3.07933 -2.05546  0.506
H15 -1.38292 3.27646 -1.21767  0.503
O1 -0.71139 2.64117 -1.48799  -0.945

- Frontier orbital gap: 9.215 eV
- Total charge: +1
- ΔE to the lowest compared entry with this formula, charge and spin: 120.9 kJ/mol

[2]
Below is a 2-piece molecular cluster, C5H10FN2O overall at a distorted geometry, with properties calculated with the ωB97M-V functional and the def2-TZVPD basis.

Last column: natural (NBO) charge in e.
CARTESIAN COORDINATES (ANGSTROEM)
C1 -2.12940 -0.80166 -0.52661  0.112
C2 -1.32872 0.18629 -0.32949  0.596
C3 1.52462 -0.71173 0.64447  0.272
C4 -3.60531 -0.59701 -0.90167  -0.633
C5 2.37997 1.63047 0.20737  -0.426
N1 1.38836 -0.87846 -0.55810  -0.580
N2 2.14569 0.52310 1.26066  -0.552
O1 -0.70358 1.09112 0.01326  -0.486
F1 -1.91441 -2.11114 -0.73109  -0.303
H1 1.18429 -1.45853 1.43398  0.199
H2 -4.18765 -0.83775 0.07961  0.235
H3 -3.90064 -1.31546 -1.67984  0.251
H4 -3.78608 0.48289 -1.21241  0.233
H5 2.90566 2.49589 0.53012  0.248
H6 2.90877 0.99301 -0.56191  0.247
H7 1.41133 1.93151 -0.20587  0.265
H8 1.08879 -1.61219 -1.12379  0.428
H9 1.58073 0.81278 2.08492  0.454
H10 3.03758 0.17687 1.57637  0.443

- Frontier orbital gap: 8.624 eV
- Total charge: +1
- ΔE to the lowest compared entry with this formula, charge and spin: 308.0 kJ/mol

[3]
Below is C33H26AsF6IrN4O2S2 as an isolated structure, with properties calculated with the ωB97M-V functional and the def2-TZVPD basis.

Last column: Mulliken spin population.
CARTESIAN COORDINATES (ANGSTROEM)
Ir1 -1.39529 -0.92330 0.68440  2.300
C1 1.71592 -0.31426 -1.25482  0.022
N1 0.75182 -1.36990 -1.08691  0.165
C2 -0.05949 -1.60472 -2.29829  -0.011
C3 -1.20701 -2.57630 -2.08272  -0.004
N2 -2.31075 -2.00542 -1.28743  0.166
C4 -3.16251 -1.14397 -2.15309  0.021
C5 -3.18233 -3.02663 -0.71710  0.075
C6 -3.38647 -4.24787 -1.34335  -0.007
C7 -4.27145 -5.17181 -0.80725  0.051
C8 -4.97998 -4.87210 0.34716  -0.027
C9 -4.79663 -3.64792 0.96661  0.032
C10 -3.88799 -2.72381 0.45430  -0.036
S1 -3.59012 -1.20897 1.28443  0.579
C11 1.40774 -2.57732 -0.61144  0.053
C12 2.56633 -3.00535 -1.25653  -0.021
C13 3.25827 -4.12472 -0.83005  0.041
C14 2.77400 -4.83901 0.25873  -0.017
C15 1.60817 -4.44064 0.88139  0.020
C16 0.88826 -3.31471 0.45855  -0.042
S2 -0.65146 -3.02179 1.26521  0.543
H1 2.20151 -0.31438 -2.23741  -0.001
H2 2.46061 -0.38669 -0.46659  -0.008
H3 0.15530 0.96624 -0.69141  0.111
H4 0.57640 -2.01833 -3.09465  0.012
H5 -0.43361 -0.64476 -2.64878  -0.005
H6 -0.84808 -3.47071 -1.57414  0.000
H7 -1.57077 -2.87722 -3.07148  -0.002
H8 -3.69006 -1.76952 -2.87969  -0.002
H9 -2.55103 -0.41344 -2.67269  -0.007
H10 -3.88018 -0.60624 -1.53910  -0.004
H11 -2.85861 -4.49391 -2.25481  -0.001
H12 -4.41072 -6.12466 -1.30072  0.003
H13 -5.67289 -5.59024 0.76480  -0.002
H14 -5.33976 -3.39984 1.86916  -0.005
H15 2.93320 -2.45084 -2.11285  0.001
H16 4.15967 -4.43563 -1.34034  0.002
H17 3.30022 -5.71353 0.61827  -0.001
H18 1.21962 -5.00829 1.71721  -0.003
N3 3.64739 4.72198 7.22619  0.008
C17 3.05907 4.08955 6.46757  -0.004
C18 2.32855 3.29614 5.51782  0.021
C19 2.70973 1.97689 5.27545  -0.009
C20 2.01456 1.21826 4.35477  0.026
C21 0.92525 1.76182 3.66404  -0.001
C22 0.54749 3.08397 3.91976  0.030
C23 1.24380 3.84663 4.83759  -0.011
C24 0.22086 0.98136 2.70077  0.275
C25 -0.36937 0.30569 1.87655  -0.290
H19 3.55117 1.55682 5.80966  -0.001
H20 2.30409 0.19547 4.15679  0.001
H21 -0.29776 3.50186 3.38955  0.000
H22 0.95163 4.86919 5.03480  0.000
F1 -1.57402 1.08287 -1.25644  0.009
As1 -2.37982 2.69192 -1.03564  0.013
F2 -3.85632 1.99347 -1.56895  0.001
F3 -1.91815 3.02837 -2.67254  0.001
F4 -0.78108 3.24267 -0.53176  0.002
F5 -3.04461 4.25447 -0.84731  0.000
F6 -2.72033 2.25742 0.58830  0.006
O1 2.38434 1.60099 0.82552  -0.005
C26 1.94769 1.98609 -0.19908  0.000
N4 1.11124 1.06969 -1.10718  -0.059
C27 0.96176 1.83979 -2.41535  -0.003
O2 0.49547 1.33589 -3.37750  0.000
C28 1.55261 3.15785 -2.19353  0.001
C29 1.58902 4.22000 -3.07914  0.000
C30 2.20298 5.38313 -2.64097  0.000
C31 2.76222 5.47187 -1.36420  0.000
C32 2.72484 4.40094 -0.48409  0.000
C33 2.10445 3.24614 -0.92633  -0.002
H23 1.13846 4.14185 -4.05848  0.000
H24 2.24607 6.24257 -3.29611  0.000
H25 3.22921 6.39759 -1.05628  0.000
H26 3.14765 4.46129 0.50915  0.000

- Frontier orbital gap (alpha / beta): 5.147 / 6.077 eV
- ΔE to the lowest compared entry with this formula, charge and spin: 124.6 kJ/mol
- Multiplicity: 5

[4]
Below is C48H80Cl26F7IN5O5S3 as an isolated structure at a distorted geometry, with properties calculated with the ωB97M-V functional and the def2-TZVPD basis.

Last column: Löwdin charge in e.
CARTESIAN COORDINATES (ANGSTROEM)
C1 -6.77731 -0.42213 2.85902  -0.020
C2 -6.35661 -2.01316 2.97437  -0.265
O1 -7.12505 -2.89400 2.27616  -0.026
O2 -5.18026 -2.42244 3.76906  -0.137
C3 -5.37411 -2.15543 5.20636  -0.166
C4 -4.22127 -1.11595 5.82769  -0.146
C5 -2.77413 -1.88187 5.70615  -0.178
C6 -1.50619 -0.84127 5.37849  -0.179
C7 -0.21789 -1.44155 6.19285  -0.166
N1 1.09612 -0.74314 5.93914  -0.106
S1 2.31953 -1.91114 6.37150  0.901
O3 2.63819 -2.94161 5.25494  -0.310
O4 1.78069 -2.69819 7.62967  -0.299
C8 3.94420 -1.11289 6.98465  -0.204
F1 5.00129 -1.38757 5.94068  0.003
F2 3.63355 0.33281 7.13332  0.016
C9 4.51528 -1.82248 8.36767  -0.082
F3 4.64040 -3.32233 8.23180  0.033
F4 3.72385 -1.43727 9.59043  0.039
C10 6.07418 -1.31025 8.69243  -0.129
F5 6.44288 -1.45643 10.12478  0.071
F6 6.95088 -2.28997 7.94783  0.019
F7 6.38364 0.02015 8.12026  0.058
C11 1.23793 -0.21695 4.52957  -0.083
N2 2.47714 0.08574 3.94821  0.109
C12 2.63332 0.63389 2.52823  -0.130
C13 2.65562 2.30161 2.48348  -0.217
C14 2.30215 2.88981 0.98183  -0.439
S2 3.39946 4.41069 0.61581  0.762
C15 4.64827 3.83421 -0.66756  -0.898
S3 5.84068 2.66468 -0.21694  0.545
N3 4.68950 4.29018 -2.12528  -0.182
C16 5.78951 4.02177 -3.14917  -0.287
C17 5.27467 4.70808 -4.58061  -0.096
N4 3.93862 5.35627 -4.28845  -0.020
C18 3.61437 5.11187 -2.82979  -0.115
N5 0.04273 0.10732 3.60814  -0.079
C19 -0.40461 1.54168 3.76887  -0.221
C20 -1.07517 -0.89115 3.76807  -0.222
C21 -2.33991 -0.69610 2.74331  -0.095
C22 -2.60045 -2.09368 1.86348  -0.642
O5 -2.58236 -3.32393 2.38332  -0.150
I1 -2.95994 -1.94694 -0.33116  0.770
H1 -5.77388 0.19733 2.78296  0.084
H2 -7.38806 -0.14029 3.83667  0.111
H3 -7.37065 -0.21881 1.86446  0.037
H4 -5.22147 -3.17112 5.79821  0.152
H5 -6.47110 -1.78200 5.39392  0.137
H6 -4.55503 -0.93811 6.95216  0.133
H7 -4.28860 -0.09650 5.25020  0.095
H8 -2.75378 -2.76086 4.93375  0.025
H9 -2.57454 -2.37566 6.77474  0.132
H10 -1.87538 0.21207 5.72822  0.132
H11 -0.07898 -2.56282 5.80670  0.101
H12 -0.53022 -1.52705 7.32053  0.158
H13 3.39719 -0.04405 4.46807  0.157
H14 1.90268 0.15892 1.74824  0.145
H15 3.72845 0.31754 2.17139  0.153
H16 3.79666 2.59500 2.67706  0.110
H17 2.04994 2.79651 3.35352  0.092
H18 1.17590 3.16287 0.82032  0.087
H19 2.60312 2.10442 0.14110  0.103
H20 6.80949 3.45403 -3.01363  0.005
H21 5.86798 4.66327 -5.59763  0.101
H22 2.60241 5.49880 -2.35744  -0.037
H23 0.31399 2.12379 4.48866  0.041
H24 -1.52572 1.65502 4.13223  0.076
H25 -0.38575 2.02234 2.67675  0.102
H26 -0.65641 -1.98600 3.59234  0.162
H27 -2.07664 0.13189 1.95784  0.107
H28 -3.32620 -0.34995 3.28633  0.114
Cl1 -0.38571 -7.91219 4.84541  0.557
C23 0.50766 -6.46793 4.30747  -0.654
C24 0.20103 -5.25100 5.16541  -0.629
Cl2 -1.46595 -4.66725 4.93301  0.672
H29 0.26525 -6.29117 3.25496  0.076
H30 1.57237 -6.71151 4.37492  0.022
H31 0.86579 -4.42608 4.89178  0.034
H32 0.34140 -5.46212 6.23014  0.082
Cl3 -2.21534 7.82466 -1.69874  0.540
C25 -0.63063 8.32207 -1.05481  -0.665
C26 0.51773 7.86226 -1.93846  -0.610
Cl4 0.72869 6.09374 -1.90080  0.614
H33 -0.53915 7.92950 -0.03731  0.066
H34 -0.64139 9.41484 -0.99798  0.075
H35 1.45652 8.30010 -1.58596  0.083
H36 0.37144 8.16455 -2.98016  0.081
Cl5 8.94514 0.93221 0.21970  0.525
C27 8.37600 -0.56852 -0.55314  -0.659
C28 8.41049 -0.48129 -2.07045  -0.648
Cl6 7.19446 0.65466 -2.70644  0.544
H37 7.36757 -0.77936 -0.18382  0.065
H38 9.03771 -1.37046 -0.21181  0.074
H39 8.18588 -1.46032 -2.50438  0.075
H40 9.39320 -0.16533 -2.43429  0.073
Cl7 4.22179 -6.62515 5.27924  0.579
C29 5.48389 -5.45967 5.75055  -0.652
C30 5.99866 -4.66042 4.56428  -0.676
Cl8 6.93717 -5.66610 3.43230  0.555
H41 6.28895 -6.01230 6.24477  0.078
H42 5.03319 -4.78564 6.48542  0.041
H43 6.66787 -3.86774 4.91225  0.067
H44 5.18063 -4.19432 4.00616  0.059
Cl9 -2.05118 -5.86353 -1.50188  0.514
C31 -3.75065 -6.30589 -1.20270  -0.657
C32 -4.49624 -6.62212 -2.48921  -0.647
Cl10 -4.74392 -5.17361 -3.49623  0.547
H45 -4.22337 -5.48576 -0.65342  0.061
H46 -3.73841 -7.18709 -0.55399  0.077
H47 -5.48913 -7.01829 -2.25578  0.056
H48 -3.96560 -7.36690 -3.09056  0.078
Cl11 -10.82736 -7.00006 -3.67987  0.542
C33 -9.24265 -6.50265 -3.03594  -0.666
C34 -8.09428 -6.96246 -3.91960  -0.675
Cl12 -7.88333 -8.73098 -3.88193  0.541
H49 -9.15116 -6.89522 -2.01844  0.069
H50 -9.25341 -5.40988 -2.97911  0.068
H51 -7.15550 -6.52462 -3.56710  0.009
H52 -8.24057 -6.66017 -4.96129  0.052
Cl13 -3.55952 -3.51549 -6.98051  0.556
C35 -3.52999 -5.22952 -7.46484  -0.644
C36 -4.80079 -5.64295 -8.18953  -0.691
Cl14 -6.21448 -5.66949 -7.10585  0.540
H53 -3.36259 -5.83315 -6.56740  0.059
H54 -2.66715 -5.35641 -8.12581  0.073
H55 -4.68889 -6.65590 -8.58789  0.079
H56 -5.02569 -4.97201 -9.02450  -0.053
Cl15 7.42399 5.11861 -2.10456  0.744
C37 8.31736 6.56287 -2.64250  -0.562
C38 8.01073 7.77980 -1.78456  -0.651
Cl16 6.34375 8.36355 -2.01696  0.523
H57 8.07495 6.73963 -3.69501  0.077
H58 9.38207 6.31928 -2.57505  0.080
H59 8.67549 8.60471 -2.05819  0.072
H60 8.15110 7.56868 -0.71983  0.069
Cl17 4.13033 11.74818 -4.81867  0.532
C39 5.71504 12.24560 -4.17474  -0.666
C40 6.86341 11.78579 -5.05840  -0.659
Cl18 7.07437 10.01727 -5.02073  0.523
H61 5.80653 11.85303 -3.15724  0.064
H62 5.70429 13.33836 -4.11791  0.073
H63 7.80219 12.22362 -4.70590  0.072
H64 6.71712 12.08807 -6.10010  0.071
Cl19 -4.28301 -3.63822 -10.59029  0.631
C41 -3.02092 -2.47273 -10.11898  -0.657
C42 -2.50615 -1.67348 -11.30525  -0.672
Cl20 -1.56763 -2.67917 -12.43723  0.563
H65 -2.21585 -3.02537 -9.62476  0.059
H66 -3.47161 -1.79870 -9.38411  0.060
H67 -1.83693 -0.88080 -10.95728  0.029
H68 -3.32417 -1.20739 -11.86337  0.059
Cl21 -9.65582 0.14014 0.77537  0.560
C43 -9.62629 -1.57390 0.29104  -0.659
C44 -10.89709 -1.98733 -0.43365  -0.662
Cl22 -12.31078 -2.01386 0.65002  0.543
H69 -9.45889 -2.17752 1.18848  0.059
H70 -8.76345 -1.70079 -0.36994  0.077
H71 -10.78519 -3.00027 -0.83201  0.069
H72 -11.12199 -1.31639 -1.26862  0.071
Cl23 -3.47826 3.11710 6.12844  0.552
C45 -2.21616 4.28258 6.59975  -0.640
C46 -1.70139 5.08183 5.41348  -0.599
Cl24 -0.76287 4.07614 4.28150  0.669
H73 -1.41110 3.72994 7.09397  0.072
H74 -2.66686 4.95661 7.33462  0.081
H75 -1.03217 5.87451 5.76145  0.081
H76 -2.51942 5.54792 4.85536  0.079
Cl25 0.52191 0.64358 -11.50497  0.547
C47 -0.09332 0.61805 -13.17656  -0.660
C48 -0.98791 1.80988 -13.47697  -0.649
Cl26 -2.53368 1.72954 -12.59508  0.553
H77 -0.61842 -0.32974 -13.33071  0.016
H78 0.78040 0.63376 -13.83524  0.076
H79 -1.23308 1.83141 -14.54313  0.075
H80 -0.49985 2.75550 -13.22102  0.070

- Frontier orbital gap: 4.078 eV
- Total charge: +1

In the order shown, the computed M values come out to 107.18, 133.15, 955.86, 2085.07 g mol⁻¹.
In the order shown, the computed DFT total energy values come out to -9412.4090, -13082.0615, -146351.2589, -453946.5739 eV.